# 1
{"formula": "C8H22BrCuN2O2", "method": "the ωB97M-V functional and the def2-TZVPD basis", "symbols": ["H", "C", "H", "H", "C", "H", "C", "C", "Br", "H", "H", "C", "O", "C", "H", "H", "H", "H", "O", "H", "H", "N", "H", "H", "H", "C", "H", "Cu", "H", "H", "H", "N", "H", "H", "C", "H"], "positions_angstrom": [[-2.718, 3.139, 0.188], [-1.896, 0.067, 1.186], [-4.548, 1.729, 1.378], [0.035, 1.638, 0.655], [3.814, -2.920, 0.858], [-4.056, 3.284, 2.078], [-2.531, 2.464, 1.023], [-3.748, 2.253, 1.901], [0.271, -2.453, -1.141], [-2.994, 1.927, -1.456], [-4.297, 1.560, 3.598], [-0.607, 1.596, -0.225], [5.283, -2.935, -1.058], [4.351, -2.451, -0.502], [-0.448, 0.713, -0.846], [4.584, -1.575, -2.978], [4.276, -2.375, 1.681], [-1.671, 2.818, 1.591], [-3.541, 1.477, 3.013], [-1.446, 0.313, 2.148], [2.659, -1.508, -1.176], [3.608, -1.207, -1.007], [4.124, -3.957, 0.984], [3.213, -0.457, -2.983], [-0.608, 2.503, -0.829], [-2.842, 0.955, -0.988], [-3.773, 0.480, -0.680], [-1.105, -3.703, -2.920], [4.766, 0.091, -2.325], [-2.284, 0.285, -1.642], [-2.952, -0.205, 1.182], [-2.025, 1.302, 0.263], [2.737, -2.860, 1.014], [3.563, -0.504, -0.283], [4.101, -0.766, -2.430], [-1.294, -0.717, 0.727]], "forces_ev_per_a": [[-0.40, 0.69, 0.61], [-0.96, 0.44, -1.19], [-0.22, 0.53, -0.90], [0.07, 0.13, -0.28], [0.19, -0.28, -0.42], [-0.32, 0.04, 0.46], [0.17, -0.09, -0.38], [-0.83, 0.34, -1.54], [-0.42, -0.32, -0.72], [-0.29, -0.31, -0.32], [-0.05, 0.00, 0.19], [-1.32, -0.55, -0.03], [-1.46, 1.24, -0.16], [0.82, -1.30, 2.10], [0.85, 0.28, 0.02], [-0.01, -0.14, 0.63], [0.23, 0.29, -0.15], [-0.19, 0.15, 0.22], [1.17, -0.25, 1.35], [-0.51, 0.31, -0.09], [-0.94, -0.38, 0.24], [1.27, -0.85, -2.77], [-0.02, 0.05, -0.10], [0.04, 0.01, 0.15], [0.12, 0.00, 0.18], [0.15, 0.63, 1.16], [0.00, 0.25, -0.11], [0.55, 0.40, 0.66], [0.03, -0.27, 0.06], [0.05, 0.08, 0.26], [0.35, -0.68, 1.07], [2.14, -2.14, -0.21], [-0.05, 0.15, -0.41], [0.34, 0.51, 0.11], [-0.42, 0.81, 0.73], [-0.13, 0.21, -0.38]], "homo_lumo_gap_ev": [8.4, 6.1], "homo_ev": [-13.991, -16.148], "s_squared": 2.0043, "total_charge": 2, "spin_multiplicity": 3}

---

# 2
{"formula": "C8H22Cl4O8P2", "method": "the ωB97M-V functional and the def2-TZVPD basis", "symbols": ["H", "H", "C", "O", "Cl", "C", "H", "H", "H", "H", "H", "P", "H", "C", "O", "H", "Cl", "H", "H", "H", "H", "H", "H", "C", "Cl", "O", "O", "O", "H", "H", "C", "C", "Cl", "H", "H", "O", "H", "C", "C", "O", "H", "P", "O", "H"], "positions_angstrom": [[-4.601, -0.877, 2.508], [-2.560, -0.971, 6.004], [3.208, 0.848, -0.837], [2.985, 1.919, -1.701], [-0.776, -0.921, -0.471], [0.098, 1.149, -2.451], [2.699, 1.119, 0.088], [4.304, 2.311, -5.791], [0.100, -0.634, 0.286], [0.572, 0.478, 1.632], [-4.363, 0.072, 1.077], [-1.800, -1.809, 2.715], [2.766, -0.057, -1.256], [1.164, -0.471, 0.119], [2.922, 0.375, -3.870], [-1.067, 0.782, 2.394], [-2.411, -3.243, 0.404], [-2.738, -1.798, -1.439], [-4.263, -1.641, 0.893], [1.422, 0.025, -0.817], [-0.515, 1.646, -1.699], [3.738, 3.930, -5.743], [0.479, 0.188, -2.105], [-0.112, 0.260, 2.452], [1.854, -2.073, -0.036], [-2.585, -0.891, 1.571], [3.112, 2.998, -4.105], [-0.238, -1.179, 2.752], [2.629, 2.618, -6.057], [-0.976, -1.268, 5.503], [-2.356, -1.690, -0.424], [-1.987, -1.659, 5.382], [1.779, 0.512, 1.494], [0.282, 0.829, 3.294], [-0.585, 0.887, -3.258], [-1.898, -3.298, 2.518], [4.225, 0.691, -0.479], [-4.025, -0.832, 1.583], [3.472, 2.919, -5.435], [-2.419, -1.120, 4.082], [-2.996, -1.004, 0.130], [2.557, 1.657, -3.275], [1.032, 1.964, -3.071], [-2.126, -2.739, 5.438]], "forces_ev_per_a": [[0.83, -0.33, 0.30], [-0.34, -1.02, 0.68], [0.78, 0.01, 0.28], [0.68, 1.08, -3.13], [-13.57, -4.70, -7.53], [-1.21, -1.14, -1.13], [1.02, 0.31, -1.62], [0.21, -0.49, 1.04], [6.79, 2.57, 7.68], [-10.79, -0.17, 1.80], [0.47, 0.32, 0.11], [0.87, 0.78, 1.68], [1.58, 0.07, -0.19], [6.21, 0.66, 0.88], [-0.07, -0.07, 0.10], [-0.97, -0.58, -0.19], [-0.60, -0.04, -5.09], [0.28, -0.26, -0.23], [-1.03, -0.26, 0.59], [-0.84, -0.01, 1.36], [0.59, 0.27, 0.22], [-0.11, 0.11, 0.12], [0.15, 0.56, -0.36], [-7.89, -0.30, 4.00], [0.47, -0.09, 0.48], [0.80, 0.84, 7.08], [-0.94, -2.24, 3.35], [-2.41, -0.18, -1.06], [-0.19, -0.02, -0.01], [0.37, -0.86, 0.11], [-2.39, -0.72, -4.08], [-0.06, 2.15, -1.12], [17.22, -0.11, -3.07], [0.79, -0.63, 0.31], [-0.40, -0.24, 0.14], [1.28, 3.10, 4.83], [0.48, 0.07, -0.82], [-0.76, -0.26, -0.58], [-0.16, 0.54, -2.51], [0.34, -1.71, -1.67], [0.85, -0.85, -3.03], [1.31, 1.99, 1.10], [0.37, 1.55, -1.14], [-0.02, 0.31, 0.30]], "homo_lumo_gap_ev": 8.0, "homo_ev": -7.636, "spin_multiplicity": 1}

---

# 3
{"formula": "C8H22F12N4O6P2", "method": "the ωB97M-V functional and the def2-TZVPD basis", "symbols": ["F", "F", "F", "O", "F", "H", "H", "H", "H", "N", "O", "H", "F", "H", "F", "C", "P", "O", "H", "H", "F", "N", "O", "C", "H", "H", "H", "O", "P", "F", "F", "H", "N", "H", "C", "O", "H", "C", "C", "H", "C", "H", "C", "H", "H", "F", "H", "N", "F", "H", "H", "C", "H", "F"], "positions_angstrom": [[2.129, -0.926, 0.221], [0.728, -2.439, 1.171], [2.448, -4.116, 0.778], [-2.633, 0.191, 2.266], [1.723, -2.779, -0.958], [-2.357, 2.225, -2.976], [-1.914, 0.379, -4.975], [-3.424, -0.452, -0.520], [-3.216, -2.054, -1.098], [-2.406, -0.269, 3.422], [-2.020, 3.539, 3.309], [0.027, -0.508, 2.531], [3.799, -2.546, 0.072], [-1.196, -0.111, 0.056], [4.895, -0.129, 5.428], [-2.808, -1.052, -1.192], [3.306, 0.145, 5.520], [-1.698, -1.303, 3.580], [-0.920, -1.799, -0.366], [-3.573, 0.170, -3.001], [1.695, 0.244, 5.624], [-1.502, 0.239, -2.887], [-2.937, 0.304, 4.406], [0.540, 0.882, -6.125], [-0.033, 2.089, -4.399], [-2.818, -1.333, -3.317], [-0.276, -1.402, -2.529], [-0.082, 4.496, 3.316], [2.244, -2.539, 0.568], [3.366, -0.659, 6.956], [2.772, -2.139, 2.054], [-0.227, 0.874, -6.901], [-0.775, 3.449, 3.270], [0.876, 0.667, -3.922], [-2.785, -0.485, -2.627], [-0.205, 2.337, 3.136], [0.337, 0.088, -1.684], [-1.347, -0.861, -0.717], [0.162, 1.049, -4.653], [-0.813, -0.886, -4.533], [-1.617, 1.673, -2.401], [1.629, -0.296, 2.076], [-0.529, -0.504, -1.969], [1.302, -0.707, 3.605], [0.852, 0.831, 3.097], [3.073, -1.308, 4.820], [1.162, 1.747, -6.360], [0.948, -0.161, 2.818], [3.549, 1.575, 6.209], [-0.615, 2.052, -2.245], [1.055, -0.068, -6.272], [-1.070, 0.152, -4.321], [-2.105, 1.575, -1.428], [3.283, 0.861, 4.070]], "forces_ev_per_a": [[0.10, 0.20, -0.06], [0.32, -1.04, -0.82], [-1.28, 0.02, 0.50], [0.47, -0.69, 0.02], [-0.43, -0.41, 0.12], [0.59, 0.18, -0.57], [-0.17, 0.27, 0.22], [-0.10, 0.09, -0.11], [0.34, -0.16, -0.44], [-1.20, 0.84, 0.77], [0.67, -0.33, 0.01], [-0.06, -0.16, 0.33], [-0.29, 0.61, -0.50], [-0.47, -0.10, 0.16], [0.48, 0.59, -0.41], [0.24, 1.87, 0.63], [0.17, -1.56, 0.54], [-0.04, 0.64, -0.42], [-0.04, 0.15, 0.39], [-0.23, 0.07, 0.59], [0.15, 0.68, 0.29], [0.66, 0.39, 0.52], [0.66, -0.97, -0.91], [0.73, 0.11, 0.22], [-0.11, 0.01, -0.14], [0.30, 0.02, -0.11], [0.35, 0.02, 0.10], [-0.02, -0.35, 0.05], [1.65, 1.02, 0.60], [-0.41, 0.81, 0.16], [-0.15, -0.62, -0.50], [-0.64, 0.20, 0.60], [-0.24, 0.74, -0.34], [0.78, 0.31, -0.55], [-0.77, -0.94, -1.01], [-0.30, 0.13, -0.01], [0.12, 0.00, -0.43], [0.66, -0.77, -0.64], [-1.81, -1.14, 0.50], [0.03, -0.07, 0.22], [-0.82, -1.39, 0.98], [-0.01, 0.25, -0.11], [-0.61, -0.30, 0.49], [-0.19, 0.04, 0.19], [-0.01, -0.10, -0.01], [-0.06, -0.17, -0.63], [0.43, -0.40, -0.29], [-0.03, 0.22, 0.18], [-0.24, -0.27, 0.26], [-0.19, 0.49, -0.33], [0.40, 0.22, 0.00], [0.16, 0.69, -0.40], [0.34, 0.12, 0.20], [0.07, -0.05, -0.08]], "homo_lumo_gap_ev": 4.9, "homo_ev": -2.244, "total_charge": -2, "spin_multiplicity": 1}

---

# 4
{"formula": "C8H22InN2O6S", "method": "the ωB97M-V functional and the def2-TZVPD basis", "symbols": ["H", "H", "O", "H", "C", "H", "H", "H", "C", "H", "C", "N", "H", "H", "C", "H", "S", "O", "H", "N", "C", "H", "C", "H", "H", "C", "O", "H", "H", "O", "H", "In", "O", "H", "H", "C", "H", "O", "H", "H"], "positions_angstrom": [[3.830, -5.375, 14.425], [4.034, -4.990, 16.198], [0.220, -4.981, 15.217], [2.961, -7.664, 14.747], [5.677, -13.540, 16.966], [3.783, -7.542, 16.141], [6.369, -11.788, 15.177], [2.067, -6.031, 16.895], [3.346, -5.249, 15.393], [0.407, -7.137, 15.109], [0.966, -6.212, 14.969], [2.853, -7.579, 15.747], [3.796, -9.619, 13.881], [-0.863, -5.288, 13.530], [4.936, -11.748, 12.578], [6.074, -14.357, 16.364], [6.641, -8.687, 16.625], [6.957, -8.895, 15.207], [-1.805, -5.633, 14.943], [4.385, -10.161, 14.497], [4.486, -11.531, 14.042], [1.248, -6.303, 13.920], [-1.014, -4.984, 14.566], [5.938, -11.320, 12.575], [3.516, -11.987, 14.239], [5.492, -12.398, 14.962], [6.396, -9.939, 17.308], [-1.286, -3.933, 14.661], [6.501, -13.027, 17.462], [5.344, -8.040, 16.678], [2.899, -4.260, 15.305], [3.535, -10.208, 17.398], [4.880, -12.590, 16.243], [5.255, -9.653, 14.428], [4.337, -11.095, 11.943], [2.303, -6.242, 15.851], [5.800, -13.308, 14.448], [7.680, -8.095, 17.449], [4.889, -12.786, 12.250], [5.058, -13.951, 17.764]], "forces_ev_per_a": [[0.09, -0.66, 0.16], [0.59, -0.79, -0.13], [1.78, -2.63, 0.51], [0.19, -0.93, -0.33], [-0.34, 0.24, 1.16], [0.24, -0.14, -0.10], [0.44, 0.05, -0.47], [-0.23, 0.04, -0.04], [-0.11, 2.06, 0.35], [-0.48, 0.12, 0.75], [0.88, 1.12, 1.09], [0.10, 0.19, 0.04], [-0.71, -0.13, 0.02], [-0.16, 0.33, -0.37], [-0.15, 1.47, 0.91], [-0.23, 0.14, -0.24], [0.08, 1.49, -3.60], [0.79, -0.10, 1.20], [0.19, -0.14, 0.65], [0.11, 0.33, 0.18], [0.78, -2.62, 0.87], [0.24, 0.53, -0.43], [-0.10, 0.81, -0.68], [0.32, -0.41, -0.54], [-0.16, -0.08, -0.26], [-1.27, 2.54, -0.27], [-0.27, -2.86, 1.91], [-0.64, -0.19, -0.45], [0.25, 0.09, -0.17], [-0.96, 1.01, 0.97], [-0.69, 0.04, -0.24], [0.73, 0.18, -1.27], [0.39, -0.90, -0.68], [0.69, -0.14, 0.18], [-0.10, -0.26, -0.26], [-2.17, 0.25, -0.62], [-0.37, -0.18, 0.22], [0.23, 0.03, -0.01], [0.08, 0.18, 0.12], [-0.08, -0.09, -0.14]], "homo_lumo_gap_ev": 2.9, "homo_ev": -12.505, "total_charge": 1, "spin_multiplicity": 1}

---

# 5
{"formula": "C8H22LiN3O5", "method": "the ωB97M-V functional and the def2-TZVPD basis", "symbols": ["O", "H", "H", "O", "O", "N", "H", "N", "H", "H", "H", "H", "C", "H", "C", "O", "C", "H", "H", "C", "H", "Li", "N", "H", "H", "H", "C", "C", "H", "H", "H", "H", "O", "H", "H", "C", "H", "H", "C"], "positions_angstrom": [[-22.273, 7.400, -7.976], [-22.581, 6.863, -11.812], [-25.346, 6.475, -9.556], [-19.267, 5.069, -10.922], [-19.577, 7.905, -9.870], [-19.781, 5.120, -8.223], [-20.405, 1.833, -8.590], [-18.762, 8.033, -10.786], [-20.032, 4.926, -7.264], [-18.836, 5.378, -7.977], [-21.438, 3.251, -7.940], [-24.529, 5.699, -10.902], [-20.456, 2.806, -8.101], [-21.043, 4.076, -10.615], [-23.485, 7.457, -10.140], [-17.610, 8.185, -10.467], [-21.644, 8.329, -7.026], [-17.921, 3.812, -12.120], [-21.566, 7.629, -10.988], [-18.018, 4.685, -11.474], [-17.409, 4.631, -10.572], [-20.647, 6.318, -9.459], [-22.303, 6.952, -10.845], [-17.560, 5.545, -11.961], [-19.678, 3.027, -10.909], [-20.162, 2.699, -7.057], [-19.983, 3.940, -10.398], [-23.127, 8.125, -8.826], [-24.048, 8.264, -8.260], [-18.611, 3.463, -8.856], [-20.596, 8.560, -7.214], [-23.901, 5.397, -9.359], [-19.088, 8.076, -11.980], [-24.050, 8.144, -10.770], [-22.686, 9.091, -9.073], [-24.368, 6.191, -9.942], [-21.712, 7.854, -6.047], [-22.334, 9.159, -6.872], [-19.650, 3.788, -8.907]], "forces_ev_per_a": [[1.61, 0.37, 0.16], [-0.13, -0.82, -0.24], [0.00, -0.20, 0.23], [-1.41, -1.16, -0.86], [-2.88, -0.68, 1.49], [0.99, -0.87, 0.59], [-0.67, -0.09, 0.20], [1.09, 0.81, -1.49], [-1.07, -0.14, 0.19], [0.55, 0.89, -0.85], [-0.61, -0.57, -0.70], [-0.12, 0.24, -0.26], [-0.50, -0.02, -0.16], [-0.18, 0.23, 0.24], [0.02, -2.13, 0.43], [2.42, -0.01, 0.36], [-1.30, -1.32, 0.66], [-0.73, -0.14, 0.16], [0.45, 0.77, 0.55], [1.39, 1.58, 1.43], [0.79, -0.90, -0.20], [-0.12, 0.97, -0.47], [0.41, 0.21, -0.48], [-0.54, 0.11, -0.37], [-0.02, -0.11, -0.11], [0.88, -0.06, -0.13], [0.46, 0.05, 0.24], [-0.63, 0.51, -0.43], [-0.33, 0.45, -0.13], [0.22, 0.12, -0.11], [-0.29, 0.22, -0.60], [0.11, 0.40, 0.48], [-1.01, -0.36, -0.06], [-0.05, 0.39, 0.25], [0.08, 0.18, 0.11], [-0.09, 0.47, -0.41], [0.31, -0.43, 0.01], [0.50, 0.52, -0.47], [0.42, 0.51, 0.74]], "homo_lumo_gap_ev": 8.3, "homo_ev": -8.071, "spin_multiplicity": 1}

---

# 6
{"formula": "C8H22N2O10S2Sr", "method": "the ωB97M-V functional and the def2-TZVPD basis", "symbols": ["H", "O", "H", "H", "H", "O", "C", "O", "O", "C", "O", "H", "H", "H", "C", "H", "H", "H", "O", "C", "H", "O", "S", "C", "H", "H", "N", "C", "O", "N", "O", "C", "H", "O", "H", "H", "H", "H", "Sr", "S", "H", "H", "H", "H", "C"], "positions_angstrom": [[1.774, -21.000, -30.519], [2.750, -29.321, -30.029], [-1.657, -26.359, -26.054], [2.044, -21.731, -32.096], [3.567, -26.000, -27.346], [-2.795, -24.051, -28.830], [-1.227, -28.721, -30.380], [4.089, -27.388, -29.668], [-0.875, -27.167, -27.783], [2.199, -23.119, -30.345], [-1.476, -22.012, -28.306], [0.689, -23.506, -31.596], [0.083, -26.550, -26.079], [1.936, -22.686, -28.212], [-2.093, -27.592, -29.790], [2.336, -25.008, -26.496], [3.385, -21.405, -31.006], [3.877, -24.298, -27.023], [1.941, -27.551, -28.562], [-0.849, -27.021, -26.386], [-3.091, -27.861, -30.175], [1.906, -27.166, -30.888], [2.699, -27.860, -29.831], [2.349, -21.769, -31.052], [-1.613, -29.697, -30.072], [2.954, -23.691, -30.902], [0.837, -23.629, -30.600], [-2.133, -27.589, -28.270], [-0.505, -24.182, -27.989], [-1.672, -26.351, -30.457], [-2.129, -23.277, -26.474], [2.594, -23.251, -28.890], [3.574, -22.798, -28.675], [2.565, -24.623, -28.539], [-0.918, -27.981, -25.858], [-0.187, -28.652, -30.048], [0.177, -22.997, -30.133], [-2.354, -28.642, -28.044], [0.546, -25.869, -29.290], [-1.803, -23.424, -27.926], [-2.947, -26.957, -27.904], [-1.205, -28.660, -31.468], [-2.075, -26.393, -31.383], [-2.079, -25.525, -30.001], [3.093, -25.025, -27.284]], "forces_ev_per_a": [[-0.15, -0.06, -0.16], [-0.73, 0.35, -0.40], [0.01, 0.02, -0.08], [-0.11, -0.54, 0.00], [-0.33, -0.15, -0.46], [-0.06, -0.39, 0.33], [0.44, 0.09, 0.68], [-0.50, 0.79, -0.52], [-0.88, -0.76, 0.37], [0.40, -0.08, -1.71], [-0.31, -0.66, -1.58], [-0.20, -0.21, 0.00], [0.09, 0.00, -0.30], [-0.43, -0.13, -0.30], [-0.29, -0.87, -1.49], [-0.15, 0.03, -0.11], [0.02, -0.16, -0.09], [-0.03, -0.06, 0.21], [0.33, -0.52, 0.59], [-0.12, 0.32, 0.66], [-0.28, 0.22, 0.70], [0.35, 0.22, -0.72], [1.66, -1.88, 1.16], [0.48, 1.46, 1.71], [-0.01, -0.02, -0.07], [-0.50, -0.86, 0.22], [0.47, 0.48, -0.09], [0.04, 0.00, -0.94], [-0.13, -0.74, -0.32], [-0.65, 0.26, 0.33], [-1.18, -1.71, -0.86], [-0.26, 0.82, 1.33], [0.26, -0.35, -0.45], [0.30, -0.16, -0.47], [-0.07, -0.11, -0.25], [0.01, -0.07, -0.02], [-0.09, -0.20, 0.19], [0.15, 0.06, 0.58], [0.07, 0.51, -0.38], [1.75, 3.50, 2.48], [0.16, 0.19, 0.10], [-0.12, -0.01, -0.01], [0.28, 0.20, -0.14], [-0.31, 0.12, 0.19], [0.65, 1.09, 0.13]], "homo_lumo_gap_ev": 6.3, "homo_ev": -1.628, "total_charge": -2, "spin_multiplicity": 1}